# C46H79BN9O6P2S

7 unconnected molecules or ions with the total composition C46H79BN9O6P2S at a distorted geometry (ωB97M-V/def2-TZVPD, the OMol25 dataset).

CARTESIAN COORDINATES (ANGSTROEM)
1 C 3.52931 -5.30268 1.77639
2 C 3.24594 -3.80944 1.99929
3 C 1.74458 -3.43487 1.96233
4 C 1.38711 -2.37104 0.91533
5 N 0.24346 -2.64725 -0.07618
6 P -1.28478 -2.67924 0.93893
7 S -1.51735 -4.15222 2.13541
8 C 0.41442 -4.00228 -0.72842
9 C -0.74547 -4.40299 -1.67230
10 C -1.43806 -5.73486 -1.34724
11 C -2.87059 -5.58601 -0.78903
12 P -4.20548 -6.52548 -1.55225
13 O -5.51478 -6.02475 -1.10194
14 O -3.89354 -6.40068 -3.10146
15 C -4.53235 -5.33434 -3.84207
16 C -3.81637 -5.19247 -5.17485
17 O -3.99794 -8.06284 -1.27352
18 C -2.73056 -8.74394 -1.20070
19 C -2.18365 -8.78653 0.22258
20 C 1.78391 -4.07840 -1.40201
21 C 2.11810 -2.91244 -2.35407
22 C 3.48695 -2.23947 -2.08599
23 B 4.72218 -3.23058 -2.13596
24 O 5.61662 -3.16667 -3.19105
25 O 4.86274 -4.21072 -1.18907
26 C 0.99704 -1.86065 -2.46256
27 C 0.02897 -2.08997 -3.64806
28 N -0.09869 -0.83832 -4.40257
29 C 0.30738 -1.48788 -1.12252
30 C -0.99685 -0.73127 -1.36632
31 C -1.40123 0.35104 -0.38984
32 O -2.46716 0.88558 -0.49553
33 N -0.49145 0.69932 0.62540
34 C -1.17557 1.23097 1.81495
35 C 0.55776 1.61419 0.16233
36 H 3.81398 -5.49858 0.74481
37 H 2.65984 -5.91127 2.02230
38 H 4.36137 -5.62674 2.39969
39 H 3.81642 -3.21069 1.28660
40 H 3.62887 -3.54488 2.98468
41 H 1.47727 -3.02303 2.93436
42 H 1.16211 -4.34303 1.87191
43 H 1.10436 -1.43491 1.39743
44 H 2.25110 -2.15370 0.29611
45 H -2.28949 -2.54475 -0.01166
46 H -1.14906 -1.43489 1.53621
47 H 0.42616 -4.73706 0.07408
48 H -0.29099 -4.50511 -2.65728
49 H -1.48361 -3.61007 -1.78684
50 H -0.82747 -6.33381 -0.67133
51 H -1.48940 -6.29235 -2.28174
52 H -3.19988 -4.55021 -0.89530
53 H -2.91185 -5.84418 0.26867
54 H -5.58346 -5.57598 -3.97035
55 H -4.46097 -4.40796 -3.26817
56 H -3.07726 -4.39259 -5.16306
57 H -4.54045 -4.94398 -5.95154
58 H -3.35111 -6.13181 -5.46181
59 H -2.02955 -8.32723 -1.91932
60 H -2.95081 -9.75361 -1.53892
61 H -2.79169 -8.16340 0.87568
62 H -1.14359 -8.47186 0.28368
63 H -2.23673 -9.79819 0.62088
64 H 1.77644 -5.02670 -1.94044
65 H 2.54700 -4.18708 -0.63449
66 H 2.21440 -3.33916 -3.35447
67 H 3.46448 -1.63673 -1.17368
68 H 3.64840 -1.53523 -2.90531
69 H 6.42278 -2.66780 -3.03583
70 H 5.40887 -4.92903 -1.54151
71 H 1.51287 -0.93556 -2.73121
72 H -0.97173 -2.35420 -3.32162
73 H 0.38362 -2.91645 -4.26961
74 H 0.81349 -0.51896 -4.70695
75 H -0.65418 -0.97161 -5.23800
76 H 0.95795 -0.76236 -0.64344
77 H -0.83613 -0.18806 -2.30748
78 H -1.86389 -1.35256 -1.56895
79 H -0.48650 1.16903 2.65823
80 H -1.49830 2.26475 1.68949
81 H -2.04562 0.62072 2.04610
82 H 1.53912 1.37450 0.58109
83 H 0.65580 1.60371 -0.92418
84 H 0.31673 2.63641 0.45823
85 N 2.39166 5.18585 0.24519
86 C 1.96120 4.77878 -0.99095
87 C 1.32647 5.83508 -1.58574
88 C 1.37616 6.92492 -0.67374
89 C 2.03842 6.49318 0.44419
90 H 2.89101 4.61968 0.90461
91 H 2.14278 3.77842 -1.34516
92 H 0.87785 5.83182 -2.56444
93 H 0.97760 7.91348 -0.82812
94 H 2.29620 7.00378 1.35590
95 N -0.99366 6.03048 0.84053
96 C -2.13177 5.26688 0.85583
97 C -2.88275 5.65125 1.93309
98 C -2.16899 6.68736 2.59611
99 C -1.01006 6.89875 1.89856
100 H -0.26443 5.96879 0.15264
101 H -2.31782 4.52834 0.09403
102 H -3.83995 5.24282 2.20977
103 H -2.47778 7.22394 3.47728
104 H -0.20431 7.59411 2.06095
105 N 7.43495 -6.05266 0.33222
106 C 7.96529 -5.33919 -0.71174
107 C 9.13513 -5.94201 -1.08539
108 C 9.31865 -7.06616 -0.23532
109 C 8.25618 -7.10726 0.62623
110 H 6.58385 -5.83035 0.81379
111 H 7.47506 -4.46050 -1.09102
112 H 9.78767 -5.61627 -1.87733
113 H 10.13912 -7.76258 -0.25404
114 H 8.01793 -7.79283 1.42060
115 N 1.63040 9.54374 2.64446
116 C 1.65806 10.91112 2.68734
117 C 2.69700 11.28335 3.49574
118 C 3.32120 10.09372 3.96129
119 C 2.64038 9.03783 3.41977
120 H 0.96499 8.99900 2.12924
121 H 0.94090 11.49923 2.14189
122 H 2.97935 12.29531 3.73004
123 H 4.17036 10.02413 4.61945
124 H 2.78853 7.97659 3.52414
125 N -3.50058 8.97486 5.77692
126 C -4.78949 9.20514 6.17583
127 C -5.17904 10.40913 5.65582
128 C -4.08170 10.92588 4.91285
129 C -3.06257 10.01805 5.00606
130 H -2.95921 8.16648 6.01709
131 H -5.31627 8.49734 6.79174
132 H -6.14226 10.87037 5.79188
133 H -4.04701 11.85689 4.37332
134 H -2.06889 10.02486 4.59262
135 N -5.20762 2.40461 -0.90874
136 C -6.53938 2.56061 -0.64264
137 C -6.93720 3.75084 -1.19002
138 C -5.80438 4.32199 -1.83208
139 C -4.75534 3.45954 -1.65397
140 H -4.64540 1.61448 -0.64957
141 H -7.08571 1.82403 -0.07943
142 H -7.93039 4.16376 -1.14444
143 H -5.77085 5.24950 -2.37792
144 H -3.73591 3.50115 -1.99714

Values from the calculation:
**E**: -104764.909 eV
**Net charge**: +1
**F_max**: 1.0 eV Å⁻¹
**HOMO level**: -9.21 eV

Mulliken population analysis, charges in e, atoms 1 to 4: -1.055 -0.543 -0.989 -0.773